Density functional theory data (ωB97M-V/def2-TZVPD) for C29H35I2N3O7P2S2 as an isolated structure.

Each line ends with the Mulliken charge.
Atoms and positions in Å:
C1 -0.10049 -0.05428 -6.21304  -1.33
C2 0.58424 0.17573 -4.87628  -0.14
N1 -0.16989 -0.48162 -3.78893  -0.29
C3 -0.03880 0.12163 -2.51913  -0.36
C4 1.03650 -0.32053 -1.63572  -0.27
C5 1.92146 -1.42018 -2.16904  -1.32
I1 3.97253 -0.78505 -2.25370  0.22
C6 1.61298 -2.82574 -1.55700  -0.26
C7 0.71697 -2.85429 -0.32814  -1.43
I2 3.40855 -3.88954 -1.02431  0.05
C8 1.17766 0.20903 -0.39141  0.83
C9 2.27497 -0.18897 0.55083  -0.53
C10 1.88020 -0.46340 2.01672  -1.42
P1 2.82082 0.52326 3.19113  0.77
O1 3.78620 1.43947 2.56202  -0.76
O2 1.70137 1.21293 4.07708  -0.29
C11 2.02176 1.67339 5.40270  -0.28
C12 2.91058 2.91027 5.40539  -1.10
O3 3.48946 -0.49919 4.21397  -0.41
C13 4.83191 -0.94859 3.93348  -0.38
C14 4.87487 -2.02480 2.86590  -0.99
C15 0.24674 1.20796 0.00138  0.03
N2 0.25248 1.85895 1.16770  -0.27
S1 -0.95893 2.87985 1.13959  0.06
N3 -1.56701 2.58841 -0.31970  -0.53
C16 -0.80377 1.63554 -0.85869  0.98
C17 -0.92438 1.07305 -2.15010  -0.14
P2 -2.23202 1.59156 -3.25227  0.18
S2 -3.62517 0.27022 -3.59966  -0.42
H1 0.15236 0.74647 -6.90511  0.36
H2 -1.18421 -0.07206 -6.10928  0.36
H3 0.22988 -0.98296 -6.67166  0.37
H4 0.67652 1.24650 -4.67146  0.33
H5 1.59996 -0.22003 -4.90174  0.28
H6 -1.15264 -0.55894 -4.03208  0.38
H7 1.70376 -1.52084 -3.21591  0.43
H8 1.15190 -3.44661 -2.31596  0.79
H9 0.34099 -3.86932 -0.22358  0.49
H10 1.23404 -2.62891 0.60016  0.34
H11 -0.15337 -2.21418 -0.45393  0.31
H12 3.02501 0.60484 0.50723  0.73
H13 2.76895 -1.07960 0.17536  -0.12
H14 0.81849 -0.34467 2.20235  0.75
H15 2.10636 -1.50630 2.23653  0.62
H16 1.06437 1.90100 5.86476  0.37
H17 2.46626 0.86842 5.98242  0.27
H18 2.60288 3.58744 6.19720  0.38
H19 3.95698 2.64663 5.54181  0.31
H20 2.84136 3.41930 4.44748  0.28
H21 5.20057 -1.34380 4.87753  0.38
H22 5.44888 -0.09358 3.66918  0.33
H23 5.78502 -2.60889 2.97022  0.44
H24 4.02108 -2.68864 2.99313  0.26
H25 4.83067 -1.59614 1.86555  0.20
H26 -1.55164 1.97885 -4.41381  0.05
H27 -2.67822 2.79054 -2.70041  0.06
C18 -3.60824 5.54998 0.43473  -0.14
C19 -3.05722 6.34448 1.34808  0.01
C20 -3.64191 7.67138 1.67054  0.22
O4 -3.13985 8.39496 2.50209  -0.54
C21 -4.86651 8.07672 0.93356  -0.40
C22 -5.41702 7.28354 0.01909  -0.42
C23 -4.83198 5.95644 -0.30360  0.30
O5 -5.33143 5.23475 -1.13780  -0.53
H28 -3.20274 4.57815 0.17891  0.34
H29 -2.16530 6.07184 1.89867  0.40
H30 -5.27415 9.04721 1.18618  0.41
H31 -6.30770 7.55779 -0.53164  0.41
C24 -2.21589 -7.98443 -1.05334  -0.37
C25 -1.44465 -7.05903 -1.61648  -0.39
C26 -1.79956 -5.61961 -1.54950  0.41
O6 -1.09688 -4.77345 -2.06067  -0.49
C27 -3.04443 -5.24854 -0.83184  -0.32
C28 -3.81593 -6.17366 -0.26845  -0.36
C29 -3.46287 -7.61581 -0.33356  0.33
O7 -4.16348 -8.45844 0.18096  -0.54
H32 -1.98028 -9.04037 -1.08751  0.41
H33 -0.53113 -7.30159 -2.14442  0.43
H34 -3.27990 -4.19209 -0.80010  0.47
H35 -4.72895 -5.92981 0.25935  0.41

Molar mass = 917.50 g/mol
Max |F| = 0.0207 hartree/bohr
Energy = -3891.494672 Ha
Kohn-Sham gap = 6.932 eV